--- a ---
# C2H3N3O

A 2-piece molecular cluster, C2H3N3O overall (ωB97M-V with the def2-TZVPD basis set, OMol25).

The calculation puts the HOMO energy at -9.1 eV. Its orbital gap is 9.679 eV. As for the SMILES: NC#[N+][O-].C#N.

Last column: natural (NBO) charge in e.
Positions of all 9 atoms, in Å:
N1 -1.26581 -1.15155 -0.74183  -0.83
C1 -0.96785 0.15495 -0.54929  0.38
N2 -0.74223 1.20496 -0.11563  0.13
O1 -0.40484 2.31110 0.30250  -0.49
H1 -0.74872 -1.75384 -0.10671  0.42
H2 -1.17267 -1.45324 -1.70387  0.40
C2 1.61439 0.26113 1.21869  0.10
N3 1.56968 -0.88560 1.09416  -0.37
H3 1.57874 1.33407 1.29495  0.26

--- b ---
# C2H3N3O

A 2-piece molecular cluster, C2H3N3O overall (ωB97M-V with the def2-TZVPD basis set, OMol25).

The calculation puts the HOMO energy (alpha / beta) at -10.1 / -10.1 eV. Its orbital gap (alpha / beta) is 8.502 / 6.665 eV. As for the SMILES: c1nnoc#1.N.

Last column: natural (NBO) charge in e.
Positions of all 9 atoms, in Å:
C1 -2.58760 0.55390 -0.48720  0.08
N1 -3.64664 0.93326 0.16564  -0.23
N2 -4.21974 -0.12684 0.44822  0.13
O1 -3.43223 -1.33331 -0.00089  -0.36
C2 -2.39567 -0.86750 -0.66678  0.38
N3 0.87704 0.83504 0.41526  -1.08
H1 1.84894 0.92659 0.03815  0.36
H2 0.17240 0.86551 -0.27223  0.37
H3 1.04206 -0.00065 0.92030  0.36

Tell me which of them is the most stable. Sure, it is a.

--- a ---
# C2H3N3O

C2H3N3O in the gas phase (ωB97M-V with the def2-TZVPD basis set, OMol25).

The calculation puts the HOMO energy at -10.2 eV. Its orbital gap is 10.621 eV. As for the SMILES: On1ccnn1.

Last column: natural (NBO) charge in e.
Positions of all 9 atoms, in Å:
O1 -1.96516 -0.00736 -0.14114  -0.50
N1 -0.58476 -0.01761 -0.02356  0.09
C1 0.16640 1.11356 0.09676  -0.12
C2 1.40547 0.62680 -0.05441  -0.13
N2 1.38497 -0.77385 -0.01694  -0.22
N3 0.14664 -1.11816 0.05055  -0.06
H1 -2.32891 -0.15823 0.80797  0.48
H2 -0.40073 2.08389 -0.01744  0.25
H3 2.39175 1.05838 0.01419  0.22

--- b ---
# C2H3N3O

C2H3N3O in the gas phase (ωB97M-V with the def2-TZVPD basis set, OMol25).

The calculation puts the HOMO energy at -10.7 eV. Its orbital gap is 11.028 eV. As for the SMILES: [H]/N=C(/C#N)NO.

Last column: natural (NBO) charge in e.
Positions of all 9 atoms, in Å:
H1 1.08805 1.90992 -0.03101  0.36
N1 0.14116 1.63462 -0.02413  -0.58
C1 -0.09397 0.38289 0.07149  0.30
C2 -1.46001 -0.09172 0.03938  0.21
N2 -2.52755 -0.55542 -0.06631  -0.25
N3 0.74754 -0.76761 0.18613  -0.32
O1 2.08349 -0.45990 -0.18073  -0.56
H2 0.46862 -1.48659 -0.44878  0.37
H3 2.57124 -0.67234 0.59049  0.48

Tell me which of them is the most stable. Sure, it is b.

--- a ---
# C2H3N3O

C2H3N3O in the gas phase (ωB97M-V with the def2-TZVPD basis set, OMol25).

The calculation puts the HOMO energy (alpha / beta) at -9.4 / -9.4 eV. Its orbital gap (alpha / beta) is 9.423 / 9.422 eV. As for the SMILES: N1=NC1[C@@H]1NO1.

Last column: natural (NBO) charge in e.
Positions of all 9 atoms, in Å:
N1 1.47205 0.20584 -0.70952  -0.07
N2 1.54502 0.60165 0.44325  0.01
C1 0.74462 -0.58237 0.27529  -0.15
C2 -0.70656 -0.39787 0.21190  0.19
N3 -1.23186 0.53899 -0.71195  -0.33
O1 -1.05706 1.31409 0.47334  -0.41
H1 1.13944 -1.53039 0.60914  0.20
H2 -1.40253 -0.97129 0.79564  0.22
H3 -0.50313 0.82134 -1.38708  0.34

--- b ---
# C2H3N3O

C2H3N3O in the gas phase (ωB97M-V with the def2-TZVPD basis set, OMol25).

The calculation puts the HOMO energy at -9.6 eV. Its orbital gap is 10.153 eV. As for the SMILES: Oc1cnn[nH]1.

Last column: natural (NBO) charge in e.
Positions of all 9 atoms, in Å:
O1 1.62232 0.21213 0.89676  -0.64
C1 0.47555 0.07054 0.21642  0.43
C2 0.26431 -0.66493 -0.91009  -0.20
N1 -1.04093 -0.50829 -1.29101  -0.18
N2 -1.61453 0.33382 -0.54497  -0.07
N3 -0.71087 0.73201 0.50175  -0.50
H1 1.52823 0.88912 1.57962  0.50
H2 0.93667 -1.28698 -1.47718  0.23
H3 -1.46073 0.22257 1.02868  0.44

Tell me which of them is the most stable. Sure, it is b.

--- a ---
# C17H23N3O3

C17H23N3O3 in the gas phase (ωB97M-V with the def2-TZVPD basis set, OMol25).

The calculation puts the HOMO energy at -7.7 eV. Its orbital gap is 8.185 eV. As for the SMILES: CC[C@H](C)[C@H](NC(=O)[C@@H](N)Cc1c[nH]c2ccccc12)C(=O)O.

Last column: natural (NBO) charge in e.
Positions of all 46 atoms, in Å:
C1 -2.05929 -1.13657 3.78202  -0.63
C2 -3.05927 -1.16262 2.61525  -0.41
C3 -3.29305 0.21122 2.04556  -0.25
C4 -4.41620 0.15740 1.12299  -0.61
C5 -2.09607 1.03236 1.46739  -0.13
N1 -1.09262 0.12363 0.78658  -0.64
C6 -1.11043 -0.12552 -0.52911  0.69
O1 -1.13463 -1.26073 -0.86872  -0.61
C7 -1.19906 0.99570 -1.52606  -0.15
N2 -0.54580 2.21327 -1.04343  -0.82
C8 -0.12084 0.31991 -2.69161  -0.40
C9 1.39872 0.22860 -2.13588  -0.11
C10 2.11028 1.29788 -1.71664  0.00
N3 3.41911 0.90766 -1.35000  -0.55
C11 3.51368 -0.46436 -1.60730  0.12
C12 4.62788 -1.33820 -1.41018  -0.22
C13 4.41739 -2.66318 -1.65685  -0.24
C14 3.11451 -3.07487 -1.91583  -0.22
C15 2.05347 -2.31282 -2.22686  -0.20
C16 2.28239 -0.89834 -2.15029  -0.09
C17 -1.29828 1.78046 2.54060  0.79
O2 -1.56559 1.62769 3.69067  -0.60
O3 -0.27095 2.46735 2.16604  -0.65
H1 -2.42404 -0.34252 4.46984  0.24
H2 -2.22555 -2.17131 4.23748  0.21
H3 -0.91867 -1.17590 3.56052  0.22
H4 -2.68272 -1.81780 1.81180  0.20
H5 -3.97406 -1.64216 2.84315  0.22
H6 -3.70324 0.99663 2.80018  0.23
H7 -5.28455 -0.37968 1.52763  0.22
H8 -4.18167 -0.22134 0.13914  0.21
H9 -4.92749 1.14486 0.85227  0.20
H10 -2.42872 1.69867 0.64140  0.22
H11 -1.17992 -0.82420 1.10394  0.40
H12 -2.20330 1.13407 -1.90656  0.20
H13 -1.04563 2.33584 -0.18926  0.35
H14 -0.69091 2.98655 -1.72091  0.37
H15 -0.49242 -0.68655 -2.86833  0.24
H16 -0.18438 0.73681 -3.69713  0.21
H17 1.87143 2.35944 -1.66404  0.22
H18 4.17627 1.56901 -1.15531  0.41
H19 5.50820 -0.92845 -0.87942  0.21
H20 5.18255 -3.35918 -1.23673  0.22
H21 2.92921 -4.17465 -1.99636  0.20
H22 1.04081 -2.69454 -2.30336  0.23
H23 -0.05166 2.98788 2.93084  0.50

--- b ---
# C17H23N3O3

C17H23N3O3 as an isolated structure (ωB97M-V with the def2-TZVPD basis set, OMol25).

The calculation puts the HOMO energy at -7.3 eV. Its orbital gap is 7.746 eV.

Last column: natural (NBO) charge in e.
Positions of all 46 atoms, in Å:
O1 -1.55417 -0.96387 -2.38251  -0.59
C1 -1.28311 -1.44263 -1.36548  0.68
N1 -2.14920 -1.28271 -0.37461  -0.65
H1 -1.99023 -1.81457 0.51480  0.40
C2 -3.58373 -0.93622 -0.59386  -0.18
C3 -3.87069 0.26611 0.63866  -0.43
H2 -4.97673 0.40594 0.85992  0.21
C4 -3.17282 1.68876 0.05741  -0.10
N2 -1.76406 1.60568 0.04866  -0.47
C5 -1.02360 1.47887 1.44234  -0.23
C6 0.09278 2.66078 1.40196  -0.38
H3 -0.17726 3.49935 1.78515  0.20
H4 1.05759 1.84616 1.73414  0.21
C7 0.35539 2.79202 -0.07681  -0.38
H5 0.90604 1.88619 -0.69123  0.20
H6 0.74972 3.62162 -0.20477  0.19
C8 -1.06113 2.48842 -0.57448  -0.14
H7 -1.19544 2.35749 -1.60943  0.20
H8 -1.49468 3.72594 -0.51753  0.04
H9 -0.78440 0.53936 1.76792  0.18
H10 -1.79440 1.82341 2.16468  0.19
H11 -3.61005 2.56305 1.02360  0.09
H12 -3.49449 2.04366 -0.77052  0.17
H13 -3.49462 0.07422 1.72810  0.21
H14 -3.70326 -0.19432 -1.69757  0.24
H15 -4.28691 -1.51208 -0.30168  0.18
C9 -0.17082 -2.43376 -0.99968  -0.25
N3 0.73062 -1.41611 -0.08557  -0.46
C10 0.42477 -1.86580 1.37251  0.72
O2 -0.43042 -2.48229 1.75048  -0.55
C11 1.63476 -1.29741 2.14561  -0.16
O3 2.33277 -0.30367 1.68011  -0.47
C12 2.55959 -0.05056 0.48344  0.15
C13 3.49907 0.66608 0.04332  -0.14
C14 3.66478 1.02199 -1.27001  -0.29
C15 2.90685 0.71578 -2.17962  -0.22
C16 1.89621 -0.36024 -2.00112  -0.23
C17 1.70022 -0.67882 -0.22321  0.20
H16 1.18258 -0.71402 -2.56042  0.17
H17 2.86115 0.88428 -3.16682  0.22
H18 4.55429 1.69737 -1.41392  0.22
H19 3.99500 1.31843 1.06758  0.21
H20 1.10759 -1.23394 3.21239  0.22
H21 2.24351 -2.42297 2.32105  0.17
H22 0.26994 -2.42268 -1.97689  0.24
H23 -0.34860 -3.24586 -0.53715  0.21

Tell me which of them is the most stable. Sure, it is a.

--- a ---
# C7H10N2

C7H10N2 in the gas phase (ωB97M-V with the def2-TZVPD basis set, OMol25).

The calculation puts the HOMO energy at -7.7 eV. Its orbital gap is 8.697 eV. As for the SMILES: CC1=CN1/N=C1/C[C@H]1C.

Last column: natural (NBO) charge in e.
Positions of all 19 atoms, in Å:
C1 -1.80635 0.29586 2.55578  -0.67
C2 -1.52422 1.40764 1.57888  0.13
C3 -1.80942 2.60826 1.27839  -0.08
N1 -1.16010 1.24649 0.26374  -0.29
N2 0.20683 1.22405 -0.05053  -0.29
C4 0.72693 0.38541 -0.85444  0.29
C5 1.96147 0.12584 -1.64710  -0.48
C6 0.85545 -0.87963 -1.72642  -0.28
C7 1.06143 -2.22001 -1.16182  -0.61
H1 -2.89745 0.18680 2.62793  0.24
H2 -1.47179 0.67504 3.56308  0.24
H3 -1.22984 -0.60336 2.06495  0.24
H4 -1.88495 3.62414 0.99872  0.25
H5 2.88487 -0.06879 -1.23583  0.22
H6 2.29480 0.70168 -2.43186  0.23
H7 0.23403 -0.82015 -2.62457  0.23
H8 1.97649 -2.65292 -1.80206  0.20
H9 0.21513 -2.91911 -1.34100  0.22
H10 1.36668 -2.31724 -0.05584  0.22

--- b ---
# C7H10N2

C7H10N2 in the gas phase (ωB97M-V with the def2-TZVPD basis set, OMol25).

The calculation puts the HOMO energy at -7.8 eV. Its orbital gap is 8.698 eV. As for the SMILES: C1=C[C@H]2[C@@H]3CN2C[C@H]1N3.

Last column: natural (NBO) charge in e.
Positions of all 19 atoms, in Å:
C1 1.97137 0.11554 0.04106  -0.18
C2 1.53792 -1.05419 -0.33683  -0.20
C3 0.10416 -1.06377 -0.41944  -0.14
C4 -0.77048 -0.89528 0.73443  -0.03
C5 -1.81983 -0.16660 -0.36355  -0.23
N1 -0.53008 -0.09230 -1.09927  -0.44
C6 -0.06435 1.22506 -0.73299  -0.22
C7 0.73074 0.95582 0.37648  -0.15
N2 -0.14777 0.14809 1.44480  -0.60
H1 3.20626 0.07064 0.10785  0.24
H2 2.06766 -1.94949 -0.58872  0.21
H3 -0.21697 -2.21173 -0.58214  0.19
H4 -1.18038 -1.56738 1.61263  0.20
H5 -2.47101 -0.87207 -0.65068  0.19
H6 -2.11560 0.86074 0.05754  0.18
H7 -0.87023 2.01246 -0.42622  0.19
H8 0.39957 1.67425 -1.64066  0.21
H9 1.01546 1.87522 0.66139  0.21
H10 -0.84644 0.93500 1.80431  0.35

Tell me which of them is the most stable. Sure, it is b.

--- a ---
# C5H12N2O

C5H12N2O in the gas phase (ωB97M-V with the def2-TZVPD basis set, OMol25).

The calculation puts the HOMO energy at -8.4 eV. Its orbital gap is 9.035 eV. As for the SMILES: [H]/N=C(/COC)N(C)C.

Last column: natural (NBO) charge in e.
Positions of all 20 atoms, in Å:
H1 -0.14117 1.80052 -1.83621  0.37
N1 -0.74930 1.04531 -1.53695  -0.60
C1 -0.24439 0.14339 -0.87304  0.48
C2 -0.58460 -0.86962 0.10000  -0.15
O1 -2.24999 -0.98953 -0.19015  -0.64
C3 -3.02200 -0.00651 0.41860  -0.25
N2 1.18067 0.02054 -0.12446  -0.51
C4 1.73872 1.20933 0.48962  -0.42
C5 2.10919 -1.08033 -0.26896  -0.40
H2 -0.39845 -1.89144 -0.22091  0.25
H3 -0.62117 -0.63358 1.16568  0.22
H4 -2.66692 0.22325 1.44676  0.13
H5 -4.05228 -0.36598 0.53278  0.18
H6 -3.02984 0.93839 -0.14616  0.16
H7 2.43830 1.71273 -0.18659  0.18
H8 2.28044 0.95361 1.40616  0.20
H9 0.94292 1.91433 0.73591  0.21
H10 2.33552 -1.54180 0.70140  0.19
H11 3.05018 -0.73203 -0.70092  0.19
H12 1.68420 -1.85059 -0.91256  0.21

--- b ---
# C5H12N2O

A 2-piece molecular cluster, C5H12N2O overall (ωB97M-V with the def2-TZVPD basis set, OMol25).

The calculation puts the HOMO energy at -8.9 eV. Its orbital gap is 9.458 eV. As for the SMILES: C=CN=C.CNCO.

Last column: natural (NBO) charge in e.
Positions of all 20 atoms, in Å:
C1 -2.14902 0.41884 -2.11470  -0.44
C2 -1.41778 0.38176 -0.94585  -0.05
N1 -1.83228 -0.25181 0.27871  -0.45
C3 -3.02303 -0.05140 0.74767  -0.03
H1 -3.09375 -0.07740 -2.15007  0.19
H2 -1.79327 0.89789 -3.05308  0.21
H3 -0.40445 0.72308 -0.90774  0.23
H4 -3.22644 -0.50043 1.70433  0.18
H5 -3.73607 0.60554 0.26865  0.16
C4 3.07112 0.89896 -0.48991  -0.41
N2 1.91309 0.07919 -0.18241  -0.66
C5 1.78056 -0.32163 1.17582  0.11
O1 0.73969 -1.25659 1.39742  -0.74
H6 3.00194 1.76974 0.17052  0.19
H7 3.02742 1.21558 -1.54341  0.21
H8 4.09442 0.40514 -0.27915  0.16
H9 1.90654 -0.79694 -0.74332  0.36
H10 2.64540 -0.81742 1.63147  0.14
H11 1.61940 0.65781 1.71016  0.13
H12 -0.09545 -0.78079 1.10003  0.50

--- c ---
# C5H12N2O

C5H12N2O as an isolated structure (ωB97M-V with the def2-TZVPD basis set, OMol25).

The calculation puts the HOMO energy at -6.8 eV. Its orbital gap is 7.496 eV.

Last column: natural (NBO) charge in e.
Positions of all 20 atoms, in Å:
C1 -0.31505 -1.11885 1.96397  -0.44
N1 -0.05114 0.14028 1.28488  -0.19
O1 1.23051 0.63467 1.63781  -0.56
H1 1.84254 0.20306 1.01900  0.49
H2 -0.94324 0.95369 1.34234  0.40
H3 -0.10203 -1.04082 3.03159  0.21
H4 0.30754 -1.89286 1.51050  0.25
H5 -1.35499 -1.39254 1.79703  0.22
C2 -1.62910 0.26854 -0.69721  -0.55
C3 -0.18234 -0.05562 -0.57899  0.31
C4 0.73674 1.00644 -1.07928  -0.28
C5 1.81102 0.75453 -1.81401  -0.34
N2 0.00013 -1.34265 -0.90001  -1.04
H6 -0.38523 -1.64735 -1.78937  0.37
H7 0.48448 2.01920 -0.78876  0.20
H8 -1.92421 0.63544 -1.67683  0.24
H9 -2.28805 -0.52036 -0.35600  0.23
H10 -1.78797 1.10972 0.31982  0.08
H11 2.04296 -0.24890 -2.14250  0.22
H12 2.50747 1.53440 -2.08400  0.20

Tell me which of them is the most stable. Sure, it is b.